i.
Here is a cluster of 2 separate species, C3H11NO2Si in total from OMol25. Energies are from the ωB97M-V functional and the def2-TZVPD basis.

```
! RIJCOSX wB97M-V def2-TZVPD def2/J DEFGRID3
* xyz 0 1
C -0.99955 -1.59527 -0.84591
C -0.05783 -0.50158 1.87947
C -0.86201 1.67838 -0.39842
N 2.97504 0.44157 -0.68008
O 3.27920 1.61795 -0.55157
O 1.22572 -0.31432 -0.73503
Si -0.12682 -0.03698 0.06762
H -1.36130 -2.18070 -0.03462
H -1.84114 -1.43751 -1.54423
H -0.12714 -2.06069 -1.40635
H 0.97008 -0.41139 2.26878
H -0.69401 -0.12919 2.55513
H -0.13341 -1.60096 1.92445
H 0.00368 1.90834 -1.11963
H -1.72071 1.95637 -0.88088
H -0.79039 2.40748 0.46825
H 3.02647 -0.10018 -1.67985
H 3.11327 -0.15835 0.04481
*
```

The value obtained for the LUMO energy (spin up / spin down) is -0.7 / -0.7 eV. The calculation puts the frontier orbital gap (spin up / spin down) at 8.2 / 8.2 eV.


ii.
Here is a structure of composition C3H11NO2Si from OMol25. Energies are from the ωB97M-V functional and the def2-TZVPD basis.

```
! RIJCOSX wB97M-V def2-TZVPD def2/J DEFGRID3
* xyz 0 1
C -0.65525 0.42917 2.65728
C 1.79242 -0.82255 -1.32849
C -0.35017 1.49187 -1.16227
N 0.04789 -0.72972 1.98891
O -0.82061 -1.25953 -2.11543
O -0.71070 -0.97934 0.43592
Si -0.04855 -0.42439 -0.88934
H -0.17787 1.34383 2.27057
H -1.68001 0.55565 2.39999
H -0.45195 0.47472 3.70649
H 2.55270 -0.23878 -0.68759
H 2.10845 -1.85814 -1.33093
H 1.99480 -0.36822 -2.40396
H -1.08253 2.05292 -0.50586
H 0.57868 1.89164 -1.11818
H -0.83473 1.56338 -2.16927
H -0.54571 -1.51919 2.19757
H -1.71686 -1.60333 -1.94542
*
```

The value obtained for the LUMO energy is 0.3 eV. The calculation puts the frontier orbital gap at 10.0 eV.


ii has the most favorable energy; the next structure is 3.356 eV above.


i.
Here is a structure of composition C9H14N2PTm from OMol25. Energies are from the ωB97M-V functional and the def2-TZVPD basis.

```
! RIJCOSX wB97M-V def2-TZVPD def2/J DEFGRID3
* xyz 0 3
C -0.29758 -1.47812 -1.36089
C 0.82407 -2.30995 -1.56204
C 0.83556 -3.32520 -0.54969
C -0.31727 -3.16151 0.26696
C -1.02281 -2.01313 -0.17888
Tm -0.78900 1.66496 1.49097
P -1.42758 3.35125 -0.62067
H -0.61776 -0.62428 -1.94451
H 1.56215 -2.21067 -2.35778
H 1.60384 -4.07377 -0.41207
H -1.95306 -1.59947 0.21180
H -0.58693 -3.77942 1.12304
H -2.80443 3.55862 -1.02058
H -0.85091 3.05375 -1.91094
H -1.02002 4.73424 -0.51016
C 2.68810 -0.61245 4.89105
N 1.95849 0.21531 3.94379
C 1.78589 1.59046 4.00348
C 1.15618 1.99536 2.86580
N 0.97755 0.80631 2.07052
C 1.44548 -0.22484 2.77258
H 3.73442 -0.28774 4.95103
H 2.24194 -0.54161 5.88872
H 2.65336 -1.65062 4.54864
H 2.08719 2.17874 4.85714
H 1.17649 2.96790 2.37134
H 1.44004 -1.24278 2.42589
*
```

The value obtained for the LUMO energy (spin up / spin down) is -0.2 / -0.6 eV. The calculation puts the frontier orbital gap (spin up / spin down) at 4.7 / 4.7 eV.


ii.
Here is a structure of composition C9H14N2PTm from OMol25. Energies are from the ωB97M-V functional and the def2-TZVPD basis.

```
! RIJCOSX wB97M-V def2-TZVPD def2/J DEFGRID3
* xyz 0 3
C 0.75469 -1.79840 -0.54881
C 0.19288 -3.00942 -0.04103
C -1.05971 -3.21213 -0.70573
C -1.13893 -2.30767 -1.80586
C -0.07979 -1.35728 -1.65928
Tm -0.18198 1.65166 0.07127
P 2.59283 2.33101 0.27448
H 1.62944 -1.26251 -0.16926
H 0.61048 -3.62190 0.76402
H -1.77692 -4.01821 -0.49043
H 0.10331 -0.47316 -2.27602
H -1.90580 -2.27013 -2.58699
H 3.11659 2.88114 -0.94742
H 3.80541 1.75838 0.78002
H 2.61425 3.55364 1.04721
C -4.09173 0.04924 0.14383
C -3.42553 1.24292 0.66505
N -2.11538 1.44761 0.70722
C -1.88680 2.76289 1.27080
C -3.11794 3.22911 1.62069
N -4.05548 2.29513 1.20057
H -4.60273 -0.47710 0.96421
H -4.84307 0.33412 -0.60754
H -3.34584 -0.60892 -0.30932
H -0.90081 3.10928 1.64728
H -3.37271 4.14541 2.11533
H -5.06910 2.35394 1.30961
*
```

The value obtained for the LUMO energy (spin up / spin down) is 0.0 / -0.4 eV. The calculation puts the frontier orbital gap (spin up / spin down) at 4.6 / 5.4 eV.


ii has the most favorable energy; the next structure is 0.660 eV above.


i.
Here is the molecule C6H5ClS from OMol25. Energies are from the ωB97M-V functional and the def2-TZVPD basis.

```
! RIJCOSX wB97M-V def2-TZVPD def2/J DEFGRID3
* xyz 0 1
S 1.95028 -1.51026 0.29299
C 0.45532 -0.87047 0.64092
C -0.88936 -1.29468 0.32743
C -1.86612 -0.32595 0.58338
C -1.18237 0.93747 1.01649
C -0.23175 1.55235 -0.08409
Cl -0.35078 1.08232 -1.71744
C 0.25040 0.52964 0.94401
H -0.83593 -2.41640 0.24908
H -2.86059 -0.49294 0.34841
H -1.65804 1.73488 1.65696
H 0.06173 2.66955 0.02299
H 0.83491 1.09956 1.66231
*
```

The value obtained for the LUMO energy is -1.1 eV. The SMILES is S=C1C=C[C@@H]2[C@H](Cl)[C@H]12. The calculation puts the frontier orbital gap at 7.6 eV.


ii.
Here is the molecule C6H5ClS from OMol25. Energies are from the ωB97M-V functional and the def2-TZVPD basis.

```
! RIJCOSX wB97M-V def2-TZVPD def2/J DEFGRID3
* xyz 0 1
C 3.30287 -0.09874 0.05611
C 1.82274 0.21265 -0.13975
C 1.04650 1.26980 -0.19922
C -0.29993 0.74958 -0.07046
S -1.65562 1.68132 0.10358
C -0.21004 -0.78326 0.08732
Cl -1.64146 -1.63791 -0.08261
C 1.04091 -1.15708 0.19503
H 3.93309 0.88052 0.03746
H 3.81711 -0.66955 -0.67492
H 3.57998 -0.67333 0.95734
H 1.25321 2.39281 -0.31550
H 1.59307 -2.14472 0.16852
*
```

The value obtained for the LUMO energy is -1.3 eV. The SMILES is CC1=CC(=S)C(Cl)=C1. The calculation puts the frontier orbital gap at 7.6 eV.


ii has the most favorable energy; the next structure is 0.358 eV above.


i.
Here is a cluster of 2 separate species, C4H10O4 in total from OMol25. Energies are from the ωB97M-V functional and the def2-TZVPD basis.

```
! RIJCOSX wB97M-V def2-TZVPD def2/J DEFGRID3
* xyz 0 1
O -2.42163 0.59563 -1.09542
C -1.97924 0.78095 -0.00272
O -2.55062 1.48295 0.99314
C -0.66419 0.19500 0.45462
C 0.48012 0.60024 -0.49155
C 1.71102 -0.27532 -0.38008
O 2.76447 0.22571 -1.21143
H -3.45925 1.74207 0.83165
H -0.41047 0.42430 1.48267
H -0.81774 -0.88883 0.39778
H 0.69353 1.66388 -0.35442
H 0.07755 0.54888 -1.51062
H 1.52336 -1.29892 -0.67586
H 2.11156 -0.18300 0.62739
H 2.43293 0.63316 -2.00665
O 1.77709 -2.75041 1.42932
H 1.75532 -3.66554 1.10918
H 1.90469 -2.81629 2.37730
*
```

The value obtained for the LUMO energy is 0.6 eV. The SMILES is O=C(O)CCCO.O. The calculation puts the frontier orbital gap at 10.7 eV.


ii.
Here is a cluster of 2 separate species, C4H10O4 in total from OMol25. Energies are from the ωB97M-V functional and the def2-TZVPD basis.

```
! RIJCOSX wB97M-V def2-TZVPD def2/J DEFGRID3
* xyz 0 1
C -0.67076 -2.76496 -0.72994
C -0.40882 -1.26962 -0.52163
O -1.53136 -0.59247 0.07802
C 0.83671 -0.99973 0.34257
C 1.01324 0.49314 0.48739
O 0.90278 1.14222 1.49634
O 1.29374 0.99935 -0.72444
H 0.18763 -3.35467 -0.41062
H -0.70308 -2.97101 -1.80067
H -1.58105 -3.08965 -0.22391
H -0.29341 -0.76464 -1.47522
H -1.92566 -1.15490 0.76306
H 0.69253 -1.42388 1.32888
H 1.72674 -1.41509 -0.12002
H 1.16457 1.93707 -0.92008
O -0.90293 2.80970 -0.39898
H -1.37668 1.97071 -0.31259
H -0.34394 2.84524 0.38672
*
```

The value obtained for the LUMO energy is 0.7 eV. The SMILES is C[C@@H](O)CC(=O)O.O. The calculation puts the frontier orbital gap at 11.2 eV.


ii has the most favorable energy; the next structure is 0.273 eV above.


i.
Here is a cluster of 2 separate species, H4NS in total from OMol25. Energies are from the ωB97M-V functional and the def2-TZVPD basis.

```
! RIJCOSX wB97M-V def2-TZVPD def2/J DEFGRID3
* xyz -1 1
N -1.40541 0.11896 2.20566
H -1.26391 1.11711 2.07240
H -0.54054 -0.17309 2.65450
H -1.28312 -0.26200 1.26851
S 0.74994 -0.08548 -1.12260
H 0.34633 -0.04289 -2.39693
*
```

The value obtained for the LUMO energy is 4.7 eV. The calculation puts the frontier orbital gap at 7.2 eV.


ii.
Here is a cluster of 2 separate species, H4NS in total from OMol25. Energies are from the ωB97M-V functional and the def2-TZVPD basis.

```
! RIJCOSX wB97M-V def2-TZVPD def2/J DEFGRID3
* xyz -1 1
S -1.12490 1.20867 -0.51281
H -2.45017 1.15377 -0.40990
N 0.89768 -0.85365 0.12480
H 1.35817 -0.16464 -0.45617
H -0.06392 -0.43268 0.23982
H 1.38314 -0.91148 1.01425
*
```

The value obtained for the LUMO energy is 4.9 eV. The calculation puts the frontier orbital gap at 7.5 eV.


i has the most favorable energy; the next structure is 0.201 eV above.


i.
Here is the molecule C5H10O2S from OMol25. Energies are from the ωB97M-V functional and the def2-TZVPD basis.

```
! RIJCOSX wB97M-V def2-TZVPD def2/J DEFGRID3
* xyz 0 1
C -2.71373 -1.46237 -0.95959
S -1.14906 -2.02591 -0.28187
C -0.62009 -0.74095 0.96468
C 0.80715 -0.30457 0.61548
C 0.72711 1.04366 -0.21613
C 2.05275 1.74725 -0.40329
O 2.30462 2.56408 -1.23052
O 2.95001 1.35684 0.56112
H -3.11686 -2.44694 -1.22203
H -3.33301 -1.08534 -0.14706
H -2.81773 -0.89651 -1.88596
H -0.67400 -1.08753 1.99276
H -1.27275 0.13212 0.90338
H 1.40798 -0.10647 1.50409
H 1.39385 -0.99911 0.01959
H 0.04928 1.65820 0.37292
H 0.28574 0.74161 -1.16596
H 3.71874 1.91195 0.57838
*
```

The value obtained for the LUMO energy is 0.7 eV. The SMILES is CSCCCC(=O)O. The calculation puts the frontier orbital gap at 9.4 eV.


ii.
Here is the molecule C5H10O2S from OMol25. Energies are from the ωB97M-V functional and the def2-TZVPD basis.

```
! RIJCOSX wB97M-V def2-TZVPD def2/J DEFGRID3
* xyz 0 1
C 1.49524 3.27975 0.47759
C 1.55760 1.83032 -0.29004
O 0.39365 1.14518 0.01801
C 0.41818 -0.29782 -0.15833
C 1.13711 -1.13264 0.89425
C -0.99151 -0.75776 -0.18415
O -1.78095 0.13565 0.22132
S -1.44361 -2.41768 -0.55678
H 1.95768 3.07527 1.52101
H 0.37545 3.72632 0.47235
H 2.22229 4.02318 -0.12051
H 2.45006 1.34331 -0.24649
H 1.62700 2.29892 -1.41283
H 1.15905 -0.59153 -1.05312
H 2.12904 -0.63110 0.84343
H 0.65984 -1.17675 1.79534
H 1.06850 -2.10785 0.42031
H -1.15227 0.94531 0.33846
*
```

The value obtained for the LUMO energy is 0.5 eV. The SMILES is CCO[C@@H](C)C(O)=S. The calculation puts the frontier orbital gap at 8.9 eV.


i has the most favorable energy; the next structure is 2.859 eV above.


i.
Here is a cluster of 3 separate species, C3H14N2O2 in total from OMol25. Energies are from the ωB97M-V functional and the def2-TZVPD basis.

```
! RIJCOSX wB97M-V def2-TZVPD def2/J DEFGRID3
* xyz 0 1
C -0.02531 -2.24455 -0.26040
C -1.26004 -1.36924 -0.24609
N -1.03436 -0.15192 -1.03707
C -0.10730 0.81076 -0.41727
N -0.38316 2.13875 -0.87638
H 0.18098 -2.56803 -1.28519
H -0.08046 -3.13196 0.36567
H 0.83885 -1.70791 0.10630
H -2.14231 -1.80578 -0.72326
H -1.55251 -1.12046 0.76668
H -1.89037 0.38399 -1.20282
H 0.90046 0.44927 -0.63797
H -0.18509 0.69018 0.65841
H -0.66192 2.11186 -1.86268
H 0.46988 2.67852 -0.91347
O 2.26075 2.04906 5.96476
H 2.78472 2.71521 6.42241
H 1.79346 2.52271 5.26201
O -0.21074 -0.87971 -3.65734
H 0.74881 -0.87705 -3.71001
H -0.44435 -0.69370 -2.71629
*
```

The value obtained for the LUMO energy is 0.7 eV. The SMILES is CCNCN.O.O. The calculation puts the frontier orbital gap at 10.0 eV.


ii.
Here is a cluster of 3 separate species, C3H14N2O2 in total from OMol25. Energies are from the ωB97M-V functional and the def2-TZVPD basis.

```
! RIJCOSX wB97M-V def2-TZVPD def2/J DEFGRID3
* xyz 0 1
N -0.68615 1.43208 -3.06722
C -0.82226 -0.02630 -2.57052
C -0.51408 0.19551 -1.02531
C -0.63412 1.67233 -0.56009
N -0.49327 1.82637 0.94663
H -0.72583 1.47582 -4.05971
H -1.47272 1.98614 -2.65987
H -0.13767 -0.69760 -3.30408
H -1.95932 -0.34407 -2.74322
H -1.34493 -0.30503 -0.49699
H 0.36523 -0.36564 -0.72408
H -1.51967 2.37241 -0.98469
H 0.24788 2.22351 -1.06830
H 0.43131 1.96673 1.33149
H -0.98063 2.63927 1.20381
O 4.64368 -4.11362 1.73681
H 4.39351 -3.75231 2.60706
H 5.08265 -4.94525 1.98445
O -1.07222 -1.42401 4.42536
H -0.77485 -0.56941 4.66423
H -2.02655 -1.24695 4.36426
*
```

The value obtained for the LUMO energy is 0.9 eV. The SMILES is NCCCN.O.O. The calculation puts the frontier orbital gap at 9.6 eV.


iii.
Here is a cluster of 3 separate species, C3H14N2O2 in total from OMol25. Energies are from the ωB97M-V functional and the def2-TZVPD basis.

```
! RIJCOSX wB97M-V def2-TZVPD def2/J DEFGRID3
* xyz 0 1
N -2.60934 0.08831 0.33419
C -1.41737 0.91737 0.03623
C -0.23774 0.48962 1.01405
C 1.05840 1.25885 0.74940
N 2.34294 0.47568 0.86707
H -2.94160 -0.24330 -0.61130
H -2.38024 -0.34317 1.21068
H -1.13815 0.92189 -1.04753
H -1.60604 2.03777 0.17390
H -0.01511 -0.55721 0.90500
H -0.53563 0.76778 1.96509
H 0.91588 1.56187 -0.29890
H 1.08426 2.16073 1.39030
H 2.22849 -0.42652 1.24630
H 2.92199 1.07863 1.47863
O -0.87639 -2.74310 -0.97919
H 0.01264 -2.77236 -0.62774
H -0.84966 -2.01767 -1.58438
O 1.05885 -1.08374 -2.27160
H 1.94890 -0.90441 -2.51724
H 1.03492 -0.66701 -1.43297
*
```

The value obtained for the LUMO energy is 0.7 eV. The SMILES is NCCCN.O.O. The calculation puts the frontier orbital gap at 9.5 eV.


i has the most favorable energy; the next structure is 1.072 eV above.


i.
Here is a cluster of 2 separate species, C2H12N4 in total from OMol25. Energies are from the ωB97M-V functional and the def2-TZVPD basis.

```
! RIJCOSX wB97M-V def2-TZVPD def2/J DEFGRID3
* xyz 0 1
N -0.60080 -0.87371 1.13114
C -1.77066 -1.64131 1.63538
N -2.95082 -1.39929 0.86271
H -0.41513 -1.25392 0.20623
H 0.20492 -1.14549 1.69513
H -1.60875 -2.70048 1.58544
H -1.96597 -1.23359 2.62490
H -2.88177 -1.56687 -0.12658
H -3.40660 -0.52416 1.06263
N 1.15240 1.36650 -2.32721
C 1.54109 0.79707 -1.04867
N 2.55487 1.64536 -0.37221
H 0.25488 1.80542 -2.45402
H 1.84419 1.98109 -2.72096
H 0.68086 0.75151 -0.40570
H 1.89535 -0.20587 -1.27583
H 2.88886 1.09146 0.41771
H 2.03407 2.39822 0.06985
*
```

The value obtained for the LUMO energy is 0.9 eV. The SMILES is NCN.NCN. The calculation puts the frontier orbital gap at 9.8 eV.


ii.
Here is a cluster of 2 separate species, C2H12N4 in total from OMol25. Energies are from the ωB97M-V functional and the def2-TZVPD basis.

```
! RIJCOSX wB97M-V def2-TZVPD def2/J DEFGRID3
* xyz 0 1
N -2.07103 0.39877 -0.03851
C -1.05789 0.86139 -1.04869
N -1.35480 0.56869 -2.48979
H -2.83547 -0.26020 -0.28520
H -2.60389 1.17054 0.25603
H -0.08353 0.54770 -0.68904
H -0.98764 1.88798 -1.09342
H -1.83673 1.36297 -2.76542
H -1.90459 -0.21601 -2.52139
N 2.68623 -0.42230 0.64822
C 1.49214 -1.14793 1.18761
N 0.67078 -0.29113 2.18513
H 3.42294 -1.10010 0.59356
H 2.47325 -0.15705 -0.36347
H 1.69230 -2.13461 1.61509
H 0.89270 -1.32931 0.27412
H 1.46534 0.01013 2.88379
H -0.06009 0.25049 1.65137
*
```

The value obtained for the LUMO energy is 0.9 eV. The SMILES is NCN.NCN. The calculation puts the frontier orbital gap at 9.6 eV.


i has the most favorable energy; the next structure is 1.303 eV above.